DFT (ωB97M-V/def2-TZVPD) results for a cluster of 2 separate species, C17H39BN3O5P in total at a distorted geometry.

Calculated values
LUMO energy: -0.40 eV
HOMO-LUMO gap: 6.64 eV
HOMO: -7.04 eV
Strongest force on any atom: 2.39 eV/Å

Geometry as ORCA input:
```
! RIJCOSX wB97M-V def2-TZVPD def2/J DEFGRID3
* xyz 0 1
C 1.5276 -3.5651 0.2149
C 0.5436 -3.6590 -1.0493
C -0.8761 -4.2610 -0.6573
O -1.9178 -3.3488 -1.0076
C -3.0357 -3.4131 -0.1141
C -3.3165 -2.0353 0.6580
N -4.1761 -2.3931 1.7898
B -4.6573 -1.2456 2.5491
O -5.6267 -1.5123 3.5544
O -4.2132 0.0880 2.4070
C -5.2023 0.9530 1.8259
C -4.4089 2.1281 1.1299
P -1.6478 -1.3406 1.1011
N -0.8385 -2.2137 2.1836
C -4.0283 -1.1104 -0.4156
O -3.2830 -0.2996 -1.0176
O -5.2650 -1.2098 -0.6707
H 2.3034 -4.3587 0.0925
H 1.9616 -2.5357 0.2889
H 0.9905 -3.7375 1.1801
H 0.4115 -2.6027 -1.3980
H 1.0728 -4.3013 -1.7927
H -0.9818 -5.2307 -1.2218
H -0.8371 -4.4627 0.4399
H -2.9542 -4.2613 0.6183
H -3.9524 -3.6043 -0.7245
H -3.7461 -3.1073 2.3838
H -6.2352 -0.7621 3.6352
H -5.8772 0.4549 1.0869
H -5.8723 1.4499 2.5853
H -3.7851 2.6515 1.9091
H -3.6866 1.7043 0.3893
H -5.1022 2.8820 0.6800
H -1.8131 -0.0041 1.5923
H -0.9369 -1.1881 -0.1339
H -0.6834 -1.5726 2.9698
C 5.4597 3.1537 -2.1028
C 4.9124 3.7292 -0.8018
C 4.5875 2.6842 0.2697
C 3.7130 1.4846 -0.0904
N 2.2312 1.7349 -0.3090
C 1.8964 2.4721 -1.5947
C 1.9381 1.4067 -2.6648
C 1.2486 0.2289 -1.9983
C 1.5409 0.3643 -0.5048
C 1.6238 2.4346 0.8729
H 4.8118 2.3835 -2.5248
H 5.5537 3.9414 -2.8517
H 6.4481 2.7164 -1.9487
H 4.0426 4.3609 -0.9991
H 5.6650 4.4081 -0.3915
H 4.1874 3.1958 1.1487
H 5.5443 2.2679 0.6025
H 3.7625 0.7913 0.7514
H 4.0915 0.9533 -0.9646
H 0.8859 2.8720 -1.4901
H 2.5851 3.2918 -1.7640
H 2.9666 1.1502 -2.9287
H 1.4352 1.7221 -3.5785
H 1.5974 -0.7234 -2.3974
H 0.1703 0.2727 -2.1682
H 2.1980 -0.4202 -0.1348
H 0.6174 0.3591 0.0716
H 2.0266 3.4437 0.9284
H 1.8604 1.8641 1.7701
H 0.5448 2.4811 0.7317
*
```

Charge distribution, natural (NBO) scheme, values in e: -0.62, -0.42, -0.07, -0.55, -0.06, -0.31, -0.89, 1.27, -0.91, -0.77, -0.08, -0.63, 1.30, -1.38, 0.75, -0.79, -0.74, 0.20, 0.17, 0.25, 0.20, 0.20, 0.17, 0.19, 0.18, 0.22, 0.40, 0.49, 0.22, 0.15, 0.18, 0.25, 0.21, -0.04, -0.07, 0.36, -0.62, -0.40, -0.43, -0.21, -0.22, -0.22, -0.41, -0.45, -0.21, -0.40, 0.19, 0.23, 0.22, 0.19, 0.22, 0.22, 0.24, 0.23, 0.23, 0.23, 0.23, 0.20, 0.25, 0.24, 0.26, 0.23, 0.25, 0.22, 0.23, 0.24

***

DFT (ωB97M-V/def2-TZVPD) results for a cluster of 4 separate species, C17H39FNO4 in total at a distorted geometry.

Calculated values
LUMO energy: -3.06 eV
HOMO-LUMO gap: 8.82 eV
HOMO: -11.88 eV
Strongest force on any atom: 4.81 eV/Å

Geometry as ORCA input:
```
! RIJCOSX wB97M-V def2-TZVPD def2/J DEFGRID3
* xyz 1 1
C 2.0986 0.1299 0.5528
C 2.0182 -0.8761 -0.6925
C 0.8575 -0.4496 -1.7432
C 1.2312 0.9127 -2.5708
N -0.0734 1.7080 -2.6247
C -0.7186 1.3616 -1.3059
C -2.0091 2.1909 -0.8311
C -3.4111 1.4803 -1.0825
O -4.2775 1.4022 -0.1688
C -0.6500 -0.2329 -1.1330
C -1.6079 -1.1890 -2.0002
C -2.3487 -2.3128 -1.0873
C -3.6888 -1.7988 -0.3904
F -1.4516 -2.9197 -0.1391
H 2.5249 1.1376 0.1863
H 2.7852 -0.3464 1.3295
H 1.0667 0.2747 1.0223
H 3.0257 -0.8788 -1.2575
H 1.7813 -1.9547 -0.3932
H 0.9944 -1.2356 -2.5560
H 2.0426 1.5862 -2.1239
H 1.3517 0.6440 -3.6867
H -0.7806 1.4179 -3.3212
H -0.0058 2.7396 -2.5619
H 0.0715 1.7082 -0.5341
H -2.0243 3.1579 -1.4705
H -1.9293 2.5597 0.2563
H -3.7312 1.0460 -2.1020
H -0.7340 -0.5281 -0.0316
H -2.4358 -0.6294 -2.5660
H -1.0509 -1.7962 -2.8074
H -2.6634 -3.1397 -1.8250
H -4.3541 -2.6335 0.0182
H -3.4052 -1.0183 0.3977
H -4.2990 -1.2374 -1.1943
C 5.1400 3.3591 -3.6275
C 3.6597 3.6025 -3.4146
O 3.2883 3.2504 -2.0828
H 5.3862 2.3097 -3.4463
H 5.4358 3.6199 -4.6459
H 5.7341 3.9517 -2.9262
H 3.0692 2.9923 -4.1025
H 3.4084 4.6539 -3.5831
H 3.8076 3.7995 -1.4801
C 1.2681 0.8170 5.3813
C 2.4978 1.0431 4.5244
O 2.2310 2.0259 3.5288
H 0.4257 0.4915 4.7651
H 1.4585 0.0604 6.1458
H 0.9634 1.7451 5.8734
H 2.7858 0.1194 4.0180
H 3.3418 1.3802 5.1339
H 1.9860 2.8422 3.9836
C -2.9504 -5.5074 3.0862
C -3.9588 -4.3950 2.8786
O -3.3468 -3.1290 3.0960
H -2.5414 -5.4697 4.0990
H -3.4100 -6.4859 2.9276
H -2.1074 -5.3990 2.3973
H -4.7875 -4.4941 3.5822
H -4.3641 -4.4202 1.8614
H -2.6202 -3.0442 2.4643
*
```

Charge distribution, natural (NBO) scheme, values in e: -0.63, -0.41, -0.20, -0.27, -0.54, -0.05, -0.53, 0.39, -0.48, -0.27, -0.46, 0.22, -0.66, -0.38, 0.21, 0.24, 0.20, 0.22, 0.23, 0.23, 0.30, 0.23, 0.43, 0.45, 0.25, 0.23, 0.28, 0.14, 0.28, 0.21, 0.23, 0.18, 0.25, 0.23, 0.22, -0.64, -0.06, -0.76, 0.22, 0.23, 0.21, 0.16, 0.17, 0.49, -0.63, -0.06, -0.73, 0.21, 0.22, 0.20, 0.17, 0.16, 0.46, -0.63, -0.06, -0.72, 0.22, 0.22, 0.20, 0.18, 0.15, 0.46

***

DFT (ωB97M-V/def2-TZVPD) results for a structure of composition C17H39N2OSSiTi.

Calculated values
LUMO energy (alpha / beta): -6.56 / -6.19 eV
HOMO-LUMO gap (alpha / beta): 8.41 / 8.99 eV
HOMO (alpha / beta): -14.97 / -15.18 eV
Strongest force on any atom: 0.40 eV/Å

Geometry as ORCA input:
```
! RIJCOSX wB97M-V def2-TZVPD def2/J DEFGRID3
* xyz 2 2
Ti 0.0760 -0.0443 -0.1305
C -0.2309 -2.9647 0.5352
N -0.2945 -2.1063 -0.6766
C -1.6237 -2.2676 -1.3111
C 0.7804 -2.4622 -1.6395
C 2.1323 -2.0024 -1.1242
N 2.0806 -0.5571 -0.7618
C 3.1279 -0.2330 0.2386
C 2.2746 0.2900 -1.9660
H -0.3071 -4.0158 0.2460
H -1.0518 -2.7106 1.2011
H 0.6994 -2.8063 1.0763
H -1.7861 -3.3049 -1.6127
H -1.6913 -1.6339 -2.1964
H -2.4000 -1.9866 -0.5999
H 0.5476 -1.9764 -2.5901
H 0.7895 -3.5398 -1.8248
H 2.8999 -2.1712 -1.8833
H 2.4250 -2.5669 -0.2406
H 4.1160 -0.4733 -0.1602
H 2.9546 -0.8008 1.1502
H 3.0914 0.8288 0.4775
H 3.2699 0.1341 -2.3878
H 2.1758 1.3418 -1.6945
H 1.5348 0.0496 -2.7317
C -2.0903 5.2886 -1.5112
C -1.4529 4.2967 -0.5435
C -2.3868 3.1929 -0.0502
S -2.4851 1.6707 -1.0016
O -0.9778 1.2319 -1.1408
C -2.9452 2.1896 -2.6755
C -1.7792 2.4992 -3.6163
C -1.2548 1.2658 -4.3454
H -1.4078 6.1159 -1.6982
H -3.0043 5.7086 -1.0895
H -2.3324 4.8485 -2.4783
H -1.1297 4.8345 0.3492
H -0.5469 3.8541 -0.9643
H -3.4278 3.5208 0.0318
H -2.0942 2.8164 0.9340
H -3.6000 3.0473 -2.5100
H -3.5600 1.3755 -3.0616
H -0.9776 3.0067 -3.0801
H -2.1552 3.2122 -4.3517
H -0.8790 0.5148 -3.6479
H -0.4444 1.5361 -5.0208
H -2.0418 0.8073 -4.9457
C 1.1787 1.6022 5.4185
Si -0.2517 0.5142 4.9465
C -1.8983 1.3374 5.2079
C -0.1612 -1.1743 5.7136
C -0.1020 0.2525 3.0786
C -0.0012 0.0891 1.8661
H 1.1496 1.7999 6.4924
H 1.1412 2.5633 4.9034
H 2.1361 1.1291 5.1957
H -2.0549 1.5107 6.2750
H -2.7221 0.7184 4.8493
H -1.9477 2.3055 4.7065
H -0.2415 -1.0878 6.7995
H 0.7859 -1.6677 5.4902
H -0.9742 -1.8168 5.3720
*
```

Charge distribution, natural (NBO) scheme, values in e: 1.79, -0.42, -0.54, -0.42, -0.25, -0.25, -0.54, -0.41, -0.44, 0.23, 0.24, 0.23, 0.23, 0.22, 0.23, 0.22, 0.24, 0.24, 0.23, 0.23, 0.24, 0.23, 0.24, 0.23, 0.22, -0.61, -0.42, -0.57, 1.24, -1.06, -0.57, -0.42, -0.60, 0.25, 0.22, 0.20, 0.25, 0.21, 0.27, 0.26, 0.27, 0.26, 0.22, 0.25, 0.18, 0.24, 0.23, -1.11, 1.58, -1.11, -1.11, -0.21, -0.80, 0.26, 0.25, 0.25, 0.26, 0.25, 0.24, 0.26, 0.25, 0.25

***

DFT (ωB97M-V/def2-TZVPD) results for a cluster of 3 separate species, C17H39N6O5 in total at a distorted geometry.

Calculated values
LUMO energy: -4.55 eV
HOMO-LUMO gap: 6.38 eV
HOMO: -10.93 eV
Strongest force on any atom: 4.69 eV/Å

Geometry as ORCA input:
```
! RIJCOSX wB97M-V def2-TZVPD def2/J DEFGRID3
* xyz 1 1
N -2.8204 -5.1298 -0.9678
C -3.3981 -4.5293 -1.7218
O -3.9986 -3.5179 -2.3603
C -3.0094 -2.9807 -3.2451
C -3.5723 -2.4869 -4.5869
C -2.3640 -2.2602 -5.5186
N -1.0965 -1.9661 -4.8106
C -1.2230 -1.5708 -3.4741
N -0.1639 -0.9259 -2.9066
N -2.2837 -1.8092 -2.6563
H -2.2138 -3.7293 -3.4631
H -4.0271 -1.4885 -4.3996
H -4.3516 -3.1560 -4.9976
H -2.6160 -1.5040 -6.2871
H -2.2116 -3.2020 -6.0924
H -0.4180 -2.7285 -4.8549
H 0.6499 -1.5072 -2.7308
H -0.1954 0.0471 -2.6097
H -1.9675 -2.0104 -1.6993
C 2.5296 2.9954 2.6730
O 2.8939 3.8300 1.5878
C 4.2560 3.6943 1.1855
C 4.3592 2.9910 -0.1589
N 4.0042 1.5785 -0.0481
C 3.7983 0.9059 -1.3284
C 2.6934 1.4292 -2.2503
O 1.3718 1.2178 -1.7591
C 0.9245 2.1835 -0.8116
H 1.5539 3.3242 3.0328
H 2.4422 1.9492 2.3620
H 3.2456 3.0764 3.4950
H 4.8599 3.1939 1.9479
H 4.6473 4.7084 1.0696
H 5.3836 3.0758 -0.5326
H 3.6979 3.5211 -0.8544
H 3.1521 1.4959 0.4910
H 3.5698 -0.1393 -1.0958
H 4.7443 0.9045 -1.8782
H 2.7553 0.8562 -3.1804
H 2.8358 2.4757 -2.5355
H 1.3211 3.1792 -1.0182
H 1.1802 1.8722 0.2023
H -0.1645 2.2310 -0.8689
C -3.5043 0.5181 4.3345
O -2.5165 1.2320 3.6090
C -1.2524 1.2948 4.2646
C -0.2250 0.4272 3.5535
N -0.5086 -0.9937 3.7321
C 0.2563 -1.8723 2.8491
C 0.0784 -1.7055 1.3385
O -1.2015 -2.0922 0.8468
C -2.2228 -1.1161 0.9879
H -4.4675 0.7080 3.8607
H -3.3194 -0.5596 4.3081
H -3.5577 0.8572 5.3721
H -1.3283 1.0391 5.3252
H -0.9218 2.3355 4.2001
H 0.7699 0.6470 3.9531
H -0.2380 0.7124 2.4934
H -1.4928 -1.1571 3.5644
H -0.0278 -2.8967 3.1053
H 1.3186 -1.7720 3.0929
H 0.7901 -2.3820 0.8567
H 0.3387 -0.6989 0.9897
H -1.8419 -0.0967 0.8777
H -2.7406 -1.2294 1.9405
H -2.9596 -1.2936 0.2003
*
```

Charge distribution, natural (NBO) scheme, values in e: -0.31, 0.49, -0.45, 0.25, -0.45, -0.24, -0.59, 0.77, -0.90, -0.55, 0.18, 0.24, 0.27, 0.24, 0.22, 0.43, 0.43, 0.47, 0.46, -0.25, -0.55, -0.07, -0.24, -0.62, -0.25, -0.09, -0.59, -0.25, 0.19, 0.15, 0.18, 0.18, 0.19, 0.20, 0.16, 0.35, 0.20, 0.20, 0.19, 0.18, 0.19, 0.17, 0.18, -0.25, -0.56, -0.07, -0.24, -0.61, -0.25, -0.09, -0.56, -0.25, 0.20, 0.15, 0.18, 0.19, 0.19, 0.20, 0.16, 0.35, 0.21, 0.20, 0.19, 0.16, 0.18, 0.18, 0.16